(1)
The following is a quantum chemistry calculation of a gas-phase ion, C6H5O5 (charge -1) at a distorted geometry, from the OMol25 dataset.

Geometry (Å):
C -1.929999 1.286421 0.349566
C -3.415644 -0.270931 0.422444
O -2.734321 -1.319698 -0.235953
O 0.842127 1.774786 -0.684847
H -3.501297 -0.531481 1.507870
C 0.333899 0.765884 -0.296608
C -1.353212 -1.058833 -0.432035
O 1.130799 -0.153417 0.365427
H 3.010936 -0.154688 1.346310
O -0.589137 -1.913604 -0.728263
C -1.063556 0.343715 -0.252979
H 2.254001 1.420427 0.876052
O -1.765588 2.470768 0.752616
C 2.393418 0.336079 0.571015
H 2.903482 0.391791 -0.426175
H -4.486126 -0.097460 0.047789

Cartesian forces, eV/Å:
C 0.07 0.04 -0.09
C 0.03 1.62 1.07
O 0.46 0.44 -0.09
O -0.34 1.11 -0.78
H 0.17 0.34 -0.69
C 0.14 -1.28 0.81
C -1.96 2.16 0.78
O -1.06 -0.85 0.37
H -0.77 -0.40 -0.54
O 0.35 -1.66 -0.63
C 0.18 1.45 0.50
H 0.73 -1.07 -0.12
O -1.60 -4.12 -1.09
C 1.64 2.55 -0.41
H 0.18 -0.15 0.95
H 1.76 -0.17 -0.02

Output
net charge = -1
DFT total energy = -16539.8685 eV
Kohn-Sham gap = 8.15 eV
ΔE to the lowest compared entry with this formula, charge and spin = 62.7 kJ/mol

=====

(2)
The following is a quantum chemistry calculation of C6H5P in the gas phase at a distorted geometry, from the OMol25 dataset.

Geometry (Å):
C 0.652951 0.221181 0.086363
H -1.198702 0.960215 1.507443
H 3.289029 2.182974 1.619937
H -1.741009 -1.760173 -1.844930
C -1.200644 -1.137026 -1.153328
H 1.164350 -1.796622 -1.229503
C -1.789817 -0.450525 -0.117045
H -2.839788 -0.564302 0.115413
C 1.648890 0.984317 0.636884
C 2.529355 1.616651 1.171991
C -0.981745 0.354144 0.655229
P 0.467128 -0.610834 -1.448454

Cartesian forces, eV/Å:
C -3.57 0.95 1.78
H -0.19 0.18 0.25
H 0.44 0.32 0.26
H -0.08 -0.12 -0.02
C 0.03 -0.09 -0.33
H 0.37 -0.56 0.13
C -0.18 0.75 1.45
H -0.12 0.08 -0.02
C -0.74 -0.81 -0.48
C 0.15 0.15 0.07
C 2.92 -0.93 -1.58
P 0.96 0.08 -1.49

Output
spin multiplicity = 3
DFT total energy = -15585.8808 eV
Kohn-Sham gap (alpha / beta) = 7.65 / 7.54 eV
ΔE to the lowest compared entry with this formula, charge and spin = 0.0 kJ/mol
⟨S²⟩ = 2.0469

=====

(3)
The following is a quantum chemistry calculation of C6H6 in the gas phase, from the OMol25 dataset.

Geometry (Å):
H 0.631605 2.595045 0.462487
C -0.103033 2.206728 -0.351995
C -1.219541 2.801940 -0.664828
H 1.862148 1.389492 -0.546140
H -1.767955 3.468425 0.000956
C -0.156191 -2.744528 0.319452
C 0.481513 -0.180860 -0.045812
C 0.183418 -1.332530 0.179015
H -1.180222 -2.876915 0.685737
C 0.815404 1.149041 -0.374279
H -0.081350 -3.221878 -0.665758
H 0.534203 -3.253960 1.001167

Cartesian forces, eV/Å:
H -0.21 0.29 -0.08
C -0.28 0.03 -0.22
C 0.42 -0.25 0.41
H -0.13 -0.02 0.18
H 0.20 -0.07 -0.08
C -0.01 -0.07 0.01
C -0.18 -0.52 -0.01
C 0.15 0.44 -0.21
H 0.20 0.05 -0.05
C 0.00 0.00 -0.03
H -0.03 0.02 0.21
H -0.14 0.10 -0.12

Output
DFT total energy = -6312.2488 eV
Kohn-Sham gap = 6.77 eV
ΔE to the lowest compared entry with this formula, charge and spin = 670.7 kJ/mol

=====

(4)
The following is a quantum chemistry calculation of C6H6 in the gas phase, from the OMol25 dataset.

Geometry (Å):
H -0.718268 -0.795269 -1.672255
H -0.266865 3.665040 0.268669
C -1.115975 -0.794586 -0.653694
C 1.160165 -0.685588 0.328991
H 3.159860 -1.763409 0.372711
C 2.216965 -1.261583 0.349812
H -0.587762 -0.153626 1.330160
C -0.173827 -0.059627 0.318791
C -0.211392 2.601394 0.208079
C -0.136254 1.402248 0.139059
H -1.225486 -1.834464 -0.330320
H -2.101159 -0.320534 -0.660004

Cartesian forces, eV/Å:
H -0.01 0.08 0.17
H 0.03 -0.15 -0.09
C -0.06 -0.01 -0.06
C 0.46 -0.22 0.03
H -0.18 0.11 -0.02
C -0.44 0.27 -0.02
H 0.04 -0.28 -0.05
C -0.04 -0.01 0.10
C 0.08 -0.45 -0.17
C -0.07 0.53 0.15
H 0.03 0.18 -0.06
H 0.15 -0.04 0.02

Output
DFT total energy = -6315.3084 eV
SMILES = C#CC(C)C#C
Kohn-Sham gap = 10.96 eV
ΔE to the lowest compared entry with this formula, charge and spin = 375.5 kJ/mol